# 1
Molecular formula: ClH6N4P
Method: DFT, wB97M-V/def2-TZVPD

```
12
Properties=species:S:1:pos:R:3
Cl 0.77434 -0.83641 1.95789
P -1.16551 -0.73411 1.17172
N -0.33407 -1.15992 -1.41525
N 0.07747 1.52867 -0.49503
N -1.01154 -1.63078 -0.23489
N 1.05051 1.75108 0.37434
H -0.24871 -0.12514 -1.50831
H 1.84316 1.11259 0.47206
H -0.81974 1.82147 -0.01479
H 1.10508 2.30816 1.21161
H -1.83045 -2.34922 -0.17536
H 0.55946 -1.68639 -1.34397
```

## Properties
HOMO energy (alpha / beta): -8.06 / -7.75 eV
LUMO energy (alpha / beta): -0.7 / 0.5 eV
total charge: 0
energy above the lowest of the compared OMol25 structures with the same formula, charge and spin: 54.9 kcal/mol
energy: -27865.2554 eV

natural (NBO) atomic charge list, values in e, 4 entries: -0.389, 0.717, -0.685, -0.476



# 2
Molecular formula: C13H12FKN2O4
Method: DFT, wB97M-V/def2-TZVPD

```
33
Properties=species:S:1:pos:R:3
K -0.61347 2.34263 -1.69156
F -2.44633 3.60057 -1.37674
O -0.71616 0.00214 -3.10775
O 3.76118 2.26384 0.34078
O -0.10040 -2.02214 -3.71549
O 1.74807 2.85382 -0.41806
N -1.27961 0.65563 0.36303
N 1.50895 0.45564 -1.69752
C -1.43815 -0.80304 2.24719
C -2.52698 1.05817 0.60116
C 2.34196 -1.72990 -2.14987
C 3.47542 -1.46573 -1.39764
C 2.58982 0.69948 -0.97215
C -2.74713 -0.39471 2.50110
C 2.63034 2.03872 -0.34382
C 0.10239 -0.86718 -3.05593
C -0.75452 -0.25378 1.17734
C 1.37654 -0.72835 -2.27617
C -3.51920 -0.96231 3.65572
C 3.61341 -0.23276 -0.79316
C -3.28729 0.55732 1.64762
H -0.95803 -1.53765 2.88167
H 0.26734 -0.55415 0.96025
H -3.00398 -0.74798 4.59293
H -4.29543 0.92053 1.79854
H -2.91185 1.83413 -0.06255
H 3.71640 3.14954 0.72835
H -3.59742 -2.04590 3.55880
H 2.23942 -2.70236 -2.61179
H -4.52109 -0.54034 3.70224
H 0.62834 -2.64120 -3.60593
H 4.47562 0.01769 -0.19484
H 4.24184 -2.22036 -1.28575
```

## Properties
HOMO energy: -7.87 eV
LUMO energy: -1.0 eV
total charge: 0
energy: -43890.2196 eV

natural (NBO) atomic charge list, values in e, 4 entries: 0.958, -0.968, -0.532, -0.677



# 3
Molecular formula: C20H19AsN2O10STeTi
Method: DFT, wB97M-V/def2-TZVPD

```
55
Properties=species:S:1:pos:R:3
Te -1.78374 -0.11344 -0.98473
As 1.42281 0.09292 2.24951
Ti 0.08989 -1.70203 0.16612
S 2.70074 -1.83426 -0.06636
O 1.75740 -0.67336 -0.35829
O 3.31747 -2.31309 -1.29151
O 1.78638 -2.83226 0.59798
O 0.06322 -0.91891 1.87611
O -2.02662 -3.79364 -5.54249
O 1.32263 1.60867 1.64010
O -1.19424 -3.00726 0.28189
O 1.12877 0.22067 4.01600
O -2.45682 -4.57897 -0.70780
O -2.86860 -4.83909 -3.78480
N 0.63788 -2.04725 -2.85837
N 0.12475 -2.45337 -1.70274
C -3.94101 0.99952 1.32773
C -1.63654 -3.69907 -0.75380
C -3.47009 3.41956 0.94535
C -1.59518 4.19161 -0.29433
C -2.74651 4.48263 0.42560
C -2.04033 1.82352 -0.16683
C -0.01762 -2.57928 -3.88818
C -0.91168 -3.24048 -1.98512
C -3.20140 5.90615 0.63692
C 5.10056 -1.84007 1.18492
C -1.21645 2.88095 -0.58037
C 3.93329 -0.55975 3.42593
C 5.24166 -1.03626 3.48321
C 3.78126 -1.31217 1.09105
C -1.04675 -3.33925 -3.39295
C 3.17183 -0.68017 2.27712
C -2.06519 -4.06104 -4.19664
C 5.81492 -1.68692 2.33647
C -3.12677 2.09406 0.67820
C 0.09262 2.62541 -1.27974
H -0.06487 2.18362 -2.26758
H -4.33582 3.62032 1.57438
H -4.24464 1.30824 2.33225
H -3.28092 6.15181 1.69972
H -2.50478 6.61049 0.17809
H 3.49453 -0.07970 4.29061
H -3.36883 0.07797 1.39876
H 5.82166 -0.92156 4.39082
H 5.52033 -2.34759 0.32403
H -0.96672 5.00663 -0.64402
H -1.43411 -3.05332 -5.71296
H 0.65751 3.55514 -1.38588
H 0.29976 -2.36061 -4.89681
H 6.82983 -2.06861 2.38972
H -4.84497 0.77606 0.75199
H -4.18595 6.07172 0.18984
H 1.59478 -1.70729 -2.82163
H 0.68705 1.91868 -0.69336
H 0.18366 0.05372 4.09685
```

## Properties
HOMO energy (alpha / beta): 0.33 / -1.88 eV
LUMO energy (alpha / beta): 4.0 / 4.0 eV
total charge: -2
energy above the lowest of the compared OMol25 structures with the same formula, charge and spin: 71.6 kcal/mol
energy: -146589.9362 eV
2S+1: 3

natural (NBO) atomic charge list, values in e, 4 entries: -0.184, 2.422, 1.244, 2.381



# 4
Molecular formula: C3HCuO3
Method: DFT, wB97M-V/def2-TZVPD

```
8
Properties=species:S:1:pos:R:3
Cu -3.52180 0.23701 -0.15855
O 2.09461 -1.20037 -0.66837
O -0.01449 0.91422 0.79513
O -2.00444 0.88289 0.00889
C 1.26577 0.54578 0.70938
C -0.95727 0.19132 0.09394
C 2.07428 -0.20836 0.17513
H 1.06334 -1.36250 -0.95555
```

## Properties
HOMO energy (alpha / beta): -14.41 / -13.57 eV
LUMO energy (alpha / beta): -5.8 / -7.9 eV
total charge: +1
energy above the lowest of the compared OMol25 structures with the same formula, charge and spin: 98.5 kcal/mol
energy: -53892.7538 eV
2S+1: 2

natural (NBO) atomic charge list, values in e, 4 entries: 0.959, -0.569, -0.426, -0.777



# 5
Molecular formula: CH6N3OS
Method: DFT, wB97M-V/def2-TZVPD

```
12
Properties=species:S:1:pos:R:3
S 3.36709 -0.00197 0.10466
O -0.83046 1.44096 0.09322
N 1.97212 0.60004 -0.37558
N 0.07664 -0.63650 -0.00661
N -2.17281 -0.39918 -0.00169
C -0.94220 0.11140 0.05114
H -2.95507 0.01890 0.39611
H 0.20894 1.53535 0.11947
H -0.05711 -1.56938 0.17563
H 3.50167 0.57727 1.31886
H -2.14520 -1.37263 -0.30211
H 1.43943 0.37055 -1.23443
```

## Properties
HOMO energy (alpha / beta): -14.31 / -14.31 eV
LUMO energy (alpha / beta): -7.0 / -7.0 eV
total charge: +1
energy above the lowest of the compared OMol25 structures with the same formula, charge and spin: 64.1 kcal/mol
energy: -18477.5618 eV

natural (NBO) atomic charge list, values in e, 4 entries: 0.726, -0.627, -0.649, -0.733